Entry 1:
C4H9F2O3PSi | ωB97M-V/def2-TZVPD

Last column: natural (NBO) charge in e.
Cartesian coordinates (Å):
C1 -0.873 -0.281 -1.821  -1.12
Si1 -0.754 -0.074 0.165  1.92
C2 -1.976 -1.416 0.919  -1.12
C3 -1.550 1.633 0.596  -1.14
O1 0.699 -0.142 0.671  -1.26
P1 2.471 -0.661 0.196  2.20
O2 2.270 -1.471 -1.051  -1.18
O3 2.898 -1.469 1.408  -1.19
C4 2.975 1.112 -0.017  -0.13
F1 3.673 1.646 1.130  -0.46
F2 4.010 0.881 -1.015  -0.47
H1 -1.585 0.372 -2.205  0.19
H2 0.119 -0.003 -2.110  0.26
H3 -0.931 -1.364 -2.132  0.21
H4 -2.747 -0.837 1.426  0.20
H5 -2.360 -2.121 0.209  0.21
H6 -1.470 -1.987 1.699  0.23
H7 -1.946 2.251 -0.218  0.20
H8 -2.241 1.718 1.348  0.20
H9 -0.682 2.212 0.804  0.25

Force components x, y, z for each atom (eV/Å):
1.3572 -2.0998 2.4385
-2.5807 -0.5977 -2.2278
1.1184 1.0495 0.5857
1.4637 -0.1824 -2.5888
2.7613 -0.6332 0.7305
-1.6873 -1.3714 1.8572
0.0233 0.9802 -0.1940
-0.0322 1.0704 -0.4864
-0.4054 0.1312 -0.7724
0.0852 -0.7663 -0.4313
0.7102 0.5468 0.2224
-1.4880 0.8876 -1.0301
0.7144 0.4578 -0.3815
-0.4429 1.0981 0.2732
-0.4699 -0.1857 -0.1212
-0.4218 -0.2089 -0.5137
0.1932 -0.0278 0.0294
-0.2852 -0.5871 -0.4572
-1.5930 -0.0913 2.2269
0.9797 0.5300 0.8407

Summary:
Frontier orbital gap ... 4.82 eV
DFT total energy ... -1214.1606 Ha
Net charge ... -2
Strongest force on any atom ... 3.5 eV Å⁻¹
Relative energy (zero: lowest compared OMol25 entry of this formula, charge and spin) ... 1.2 kcal per mole
Highest occupied orbital energy ... 0.0414 hartree

Entry 2:
CH3N3O2 | ωB97M-V/def2-TZVPD

Last column: natural (NBO) charge in e.
Cartesian coordinates (Å):
C1 2.238 1.391 0.057  0.25
N1 1.889 0.287 -0.057  -0.27
N2 -1.287 0.824 -0.433  -0.48
N3 -0.025 -1.040 0.410  -0.10
O1 1.286 -0.962 -0.117  -0.19
O2 -0.964 -0.544 -0.539  -0.27
H1 -0.686 1.269 0.114  0.34
H2 -2.220 0.823 -0.024  0.34
H3 -0.232 -2.048 0.589  0.38

Force components x, y, z for each atom (eV/Å):
0.3443 0.6666 -0.0131
-2.2817 -2.4609 0.6142
-3.7377 -2.2724 -2.6211
-1.3735 2.5034 1.3392
1.4544 0.0129 -1.1444
1.2713 -1.8703 -0.4582
3.4163 2.2498 3.0595
0.2761 0.1804 0.2104
0.6304 0.9904 -0.9865

Summary:
Frontier orbital gap ... 10.85 eV
DFT total energy ... -354.3413 Ha
Net charge ... 0
Strongest force on any atom ... 5.1 eV Å⁻¹
Relative energy (zero: lowest compared OMol25 entry of this formula, charge and spin) ... 214.8 kcal per mole
Highest occupied orbital energy ... -0.3693 hartree

Entry 3:
CH2DyO4 | ωB97M-V/def2-TZVPD

Last column: Mulliken spin population.
Cartesian coordinates (Å):
O1 0.129 1.054 -0.520  -0.07
Dy1 2.229 0.077 0.103  6.56
O2 2.057 -1.700 1.295  0.58
H1 1.614 -1.843 2.130  0.00
C1 -1.103 0.949 -0.473  -0.09
O3 -1.724 1.777 0.298  -0.95
O4 -1.843 0.221 -1.229  -0.01
H2 -1.358 -0.534 -1.604  -0.01

Force components x, y, z for each atom (eV/Å):
2.7194 -1.2257 0.7212
-1.2724 -0.7630 0.5405
0.5745 2.0774 -1.8754
-0.3328 -0.5720 1.0606
-1.2732 0.9524 -0.7501
-0.1150 -0.1558 0.1382
-0.1295 -0.3770 0.5011
-0.1711 0.0636 -0.3360

Summary:
Spin multiplicity ... 7
Frontier orbital gap (alpha / beta) ... 8.27 / 6.98 eV
DFT total energy ... -1224.5242 Ha
Net charge ... +2
Strongest force on any atom ... 3.1 eV Å⁻¹
Relative energy (zero: lowest compared OMol25 entry of this formula, charge and spin) ... 0.0 kcal per mole
⟨S²⟩ ... 13.040
Highest occupied orbital energy (alpha / beta) ... -0.7333 / -0.7723 hartree

Entry 4:
C25H17Cl3NO2PRuSe2 | ωB97M-V/def2-TZVPD

Last column: Mulliken spin population.
Cartesian coordinates (Å):
Ru1 0.231 0.738 -0.189  0.75
Se1 -1.390 -0.401 1.429  -0.01
P1 -0.583 -2.193 0.549  0.00
Se2 0.138 -1.761 -1.433  0.01
C1 -1.827 -3.531 0.574  0.00
C2 -2.444 -3.954 -0.595  0.00
C3 -3.420 -4.941 -0.548  0.00
C4 -3.785 -5.503 0.666  0.00
C5 -3.171 -5.078 1.839  0.00
C6 -2.195 -4.097 1.794  0.00
C7 0.737 -2.925 1.576  0.01
C8 1.348 -4.097 1.138  0.00
C9 2.353 -4.681 1.892  0.00
C10 2.757 -4.092 3.085  0.00
C11 2.154 -2.921 3.517  0.00
C12 1.144 -2.335 2.764  0.00
H1 -2.153 -3.503 -1.536  0.00
H2 -3.898 -5.268 -1.463  0.00
H3 -4.547 -6.271 0.701  0.00
H4 -3.454 -5.513 2.789  0.00
H5 -1.716 -3.766 2.708  0.00
H6 1.045 -4.544 0.198  0.00
H7 2.826 -5.591 1.546  0.00
H8 3.545 -4.546 3.672  0.00
H9 2.472 -2.454 4.441  0.00
H10 0.678 -1.409 3.079  0.00
Cl1 7.333 1.272 -1.996  0.00
C13 5.591 1.315 -1.843  0.00
C14 4.832 2.003 -2.813  0.00
C15 3.476 2.048 -2.716  0.00
C16 2.759 1.412 -1.646  0.00
O1 1.493 1.492 -1.642  0.04
C17 3.558 0.726 -0.672  -0.01
C18 3.027 0.052 0.464  -0.01
O2 1.842 -0.069 0.809  -0.02
C19 4.970 0.698 -0.805  0.00
H11 5.342 2.492 -3.633  0.00
H12 2.881 2.572 -3.452  0.00
H13 3.764 -0.422 1.128  0.00
H14 5.553 0.171 -0.059  0.00
Cl2 0.697 2.527 2.893  0.00
C20 -0.940 2.942 2.478  0.07
C21 -1.733 3.492 3.466  -0.04
C22 -3.043 3.859 3.193  0.08
C23 -3.544 3.667 1.913  -0.04
C24 -2.743 3.121 0.932  0.05
Cl3 -3.410 2.886 -0.655  0.00
C25 -1.399 2.731 1.155  -0.04
N1 -0.625 2.264 0.151  0.13
H15 -1.312 3.625 4.454  0.00
H16 -3.667 4.286 3.968  0.01
H17 -4.563 3.934 1.666  0.00

Force components x, y, z for each atom (eV/Å):
-0.1550 -0.1317 -0.0407
-0.0580 -0.0766 0.1348
-0.0644 -0.1000 -0.0484
0.0084 0.1320 0.0866
0.0221 0.0182 0.0018
0.0011 0.0091 -0.0284
-0.0001 -0.0024 -0.0005
0.0040 0.0052 0.0076
-0.0091 -0.0098 -0.0002
0.0069 0.0089 -0.0168
0.0152 0.0514 -0.0119
0.0251 -0.0106 0.0265
-0.0052 -0.0094 -0.0183
-0.0037 0.0099 0.0098
0.0029 -0.0053 -0.0101
0.0154 -0.0094 0.0156
0.0008 0.0001 0.0024
-0.0004 0.0001 0.0011
-0.0001 0.0001 0.0018
-0.0003 -0.0008 -0.0011
0.0017 0.0022 -0.0005
-0.0087 0.0080 -0.0021
0.0042 0.0003 0.0065
0.0010 -0.0012 -0.0015
0.0029 -0.0025 0.0002
-0.0057 -0.0031 -0.0071
0.0040 0.0027 -0.0042
0.0080 0.0093 -0.0157
0.0014 -0.0197 0.0306
0.0035 0.0166 -0.0286
-0.0200 -0.0009 0.0146
0.0080 0.0647 0.0038
0.0808 0.0135 -0.0533
-0.0822 -0.0188 0.0507
0.0655 -0.0560 0.0285
-0.0284 -0.0098 0.0201
-0.0010 0.0017 -0.0025
-0.0085 -0.0044 0.0059
0.0323 0.0168 -0.0118
-0.0008 -0.0008 0.0007
0.0417 -0.0354 -0.0605
-0.0561 0.0635 0.0023
-0.0246 0.0076 0.0139
0.0275 -0.0039 0.0220
0.0072 -0.0158 -0.0432
-0.0078 -0.0167 0.0225
-0.0131 0.0000 -0.0138
-0.0382 -0.0045 0.0070
0.1991 0.1057 -0.1026
-0.0077 0.0047 0.0032
0.0072 -0.0012 0.0038
0.0013 -0.0015 -0.0001

Summary:
Spin multiplicity ... 2
Frontier orbital gap (alpha / beta) ... 6.23 / 6.73 eV
DFT total energy ... -7787.9193 Ha
Net charge ... -1
Strongest force on any atom ... 0.2 eV Å⁻¹
Relative energy (zero: lowest compared OMol25 entry of this formula, charge and spin) ... 0.0 kcal per mole
⟨S²⟩ ... 0.770
Highest occupied orbital energy (alpha / beta) ... -0.1357 / -0.1541 hartree

- Among the records above, which one has the highest relative energy (zero: lowest compared OMol25 entry of this formula, charge and spin)?
  CH3N3O2